Run w
{
  "formula": "C6H12",
  "method": "the ωB97M-V functional and the def2-TZVPD basis",
  "symbols": ["C", "C", "C", "H", "H", "H", "H", "H", "H", "C", "C", "C", "H", "H", "H", "H", "H", "H"],
  "positions_angstrom": [[-1.3256, 0.9063, -1.2650], [-0.2528, 0.9870, -0.2032], [0.8085, 1.8108, -0.3946], [-0.8415, 1.1954, 0.8292], [-1.8280, 1.8596, -1.4265], [-2.1074, 0.2051, -0.9695], [-0.8970, 0.5688, -2.2088], [1.6278, 1.8950, 0.3017], [0.9674, 2.4240, -1.2698], [1.4947, -1.0383, 0.9332], [0.0284, -0.8119, 0.6436], [-0.7396, -1.8622, 0.2576], [-0.4014, -0.2352, 1.6124], [1.9783, -0.1058, 1.2279], [1.9989, -1.4230, 0.0465], [1.6566, -1.7299, 1.7594], [-0.3839, -2.8737, 0.1249], [-1.7833, -1.7718, 0.0012]],
  "nbo_charge": [-0.635, -0.215, -0.369, 0.213, 0.217, 0.208, 0.208, 0.184, 0.189, -0.635, -0.215, -0.369, 0.214, 0.208, 0.208, 0.217, 0.189, 0.184],
  "orbital_gap_ev": [7.5, 7.5],
  "charge": 0
}

---

Run x
{
  "formula": "C6H12",
  "method": "the ωB97M-V functional and the def2-TZVPD basis",
  "symbols": ["C", "C", "C", "C", "C", "C", "H", "H", "H", "H", "H", "H", "H", "H", "H", "H", "H", "H"],
  "positions_angstrom": [[-2.3418, -0.0071, 0.1292], [-1.2785, -0.9851, 0.6321], [0.1255, -0.3832, 0.7535], [0.6586, 0.3241, -0.4841], [2.0018, -0.0610, -1.0398], [1.8421, 1.2202, -0.2768], [-2.2324, 0.1994, -0.9409], [-2.2826, 0.9523, 0.6578], [-3.3498, -0.4077, 0.2790], [-1.5666, -1.3502, 1.6259], [-1.2549, -1.8674, -0.0201], [0.8261, -1.1795, 1.0414], [0.1378, 0.3356, 1.5859], [-0.0853, 0.6696, -1.1982], [2.5185, -0.8862, -0.5575], [2.1733, 0.0068, -2.1097], [1.9014, 2.1556, -0.8245], [2.2069, 1.2638, 0.7466]],
  "nbo_charge": [-0.611, -0.390, -0.392, -0.238, -0.415, -0.417, 0.201, 0.202, 0.211, 0.201, 0.196, 0.204, 0.195, 0.213, 0.208, 0.213, 0.213, 0.207],
  "smiles": "CCCC1CC1",
  "orbital_gap_ev": 11.3,
  "charge": 0
}

---

What is the stability order? It is run x, run w, from most stable to least stable.

---

Run w
{
  "formula": "C5H37NO14",
  "method": "the ωB97M-V functional and the def2-TZVPD basis",
  "symbols": ["C", "N", "C", "C", "C", "C", "O", "H", "H", "H", "H", "H", "H", "H", "H", "H", "H", "H", "H", "H", "O", "H", "H", "O", "H", "H", "O", "H", "H", "O", "H", "H", "O", "H", "H", "O", "H", "H", "O", "H", "H", "O", "H", "H", "O", "H", "H", "O", "H", "H", "O", "H", "H", "O", "H", "H", "O"],
  "positions_angstrom": [[-0.2783, 2.9500, 0.5326], [0.1762, 2.0558, -0.3744], [1.1966, -1.1812, 1.5087], [0.4835, -0.1394, 0.6454], [1.2447, 1.0873, 0.0750], [2.2003, 0.7549, -1.0800], [0.3755, 3.2789, 1.5224], [-1.2301, 3.3553, 0.3302], [-0.3168, 1.6531, -1.1279], [1.6462, -0.6460, 2.3771], [0.4168, -1.9379, 1.8206], [1.9096, -1.7383, 0.9606], [-0.0304, -0.5543, -0.2946], [-0.4305, 0.2412, 1.1732], [1.8029, 1.6609, 0.8354], [2.7517, 1.6934, -1.3710], [1.6707, 0.3041, -1.9183], [2.9043, -0.0237, -0.7557], [-1.3125, -1.6965, -1.6982], [-0.9518, -3.4596, -2.0066], [-0.8408, -2.5214, -2.0660], [-2.1693, 2.9191, -1.7624], [-2.4201, 4.4445, -1.5048], [-2.4262, 3.5905, -1.1463], [-2.0678, -2.0739, 2.9022], [-1.5453, -0.6188, 2.6736], [-2.2607, -1.2748, 2.4297], [4.3211, 0.3813, 2.8126], [3.7955, -0.0264, 1.4905], [4.1289, 0.7891, 1.9580], [0.7703, -0.9248, -4.2993], [0.1424, -1.3190, -2.9620], [0.2679, -0.5417, -3.5570], [-4.9396, 0.4887, 0.6553], [-3.6830, 0.1599, 1.3877], [-4.1824, -0.1286, 0.6026], [-3.7549, -2.5131, 0.0283], [-2.7372, -1.8261, 0.9602], [-2.8103, -2.3472, 0.0821], [-1.9505, 0.8696, -2.5247], [-0.7033, 1.2238, -3.3918], [-1.3231, 1.5999, -2.7522], [-2.8830, -0.3395, -0.7489], [-3.0215, -1.1513, -2.0605], [-2.4892, -0.5058, -1.6018], [-1.2434, 1.5467, 3.5394], [0.2695, 1.2365, 3.2793], [-0.5782, 0.8287, 3.5719], [3.9281, -2.8941, -0.2187], [3.1354, -1.7622, -0.9505], [3.9570, -1.8992, -0.4181], [1.0864, -2.7120, -1.6805], [1.7822, -3.4666, -2.7017], [1.8769, -3.2381, -1.7720], [1.6344, 2.6309, 2.4707], [2.8287, 1.7851, 2.9794], [1.8766, 1.9324, 3.1411]],
  "nbo_charge": [0.522, -0.626, -0.640, -0.403, -0.075, -0.639, -0.701, 0.178, 0.422, 0.224, 0.210, 0.213, 0.180, 0.205, 0.232, 0.226, 0.220, 0.208, 0.551, 0.523, -1.085, 0.503, 0.476, -0.975, 0.492, 0.530, -0.995, 0.467, 0.493, -0.943, 0.475, 0.497, -0.988, 0.486, 0.494, -0.964, 0.463, 0.501, -1.004, 0.506, 0.515, -1.019, 0.531, 0.496, -0.962, 0.474, 0.523, -0.998, 0.482, 0.490, -0.970, 0.487, 0.467, -0.961, 0.510, 0.496, -1.019],
  "orbital_gap_ev": 9.2,
  "charge": 0
}

---

Run x
{
  "formula": "C5H37NO14",
  "method": "the ωB97M-V functional and the def2-TZVPD basis",
  "symbols": ["C", "N", "C", "C", "C", "O", "C", "O", "H", "H", "H", "H", "H", "H", "H", "H", "H", "H", "H", "H", "H", "H", "H", "O", "H", "H", "O", "H", "H", "O", "H", "H", "O", "H", "H", "O", "H", "H", "O", "H", "H", "O", "H", "H", "O", "H", "H", "O", "H", "H", "O", "H", "H", "O", "H", "H", "O"],
  "positions_angstrom": [[-2.6829, 0.3295, 0.2160], [-1.3306, -0.2641, 0.4630], [-0.2218, 0.6904, 0.3539], [1.0668, -0.2040, 0.6588], [1.0054, -0.5861, 2.1346], [0.0117, -1.4788, 2.3581], [0.0800, 1.2500, -1.1214], [0.2452, 2.5863, -0.8682], [-2.8765, 1.0015, 1.0343], [-2.6562, 0.9361, -0.7124], [-3.5369, -0.1596, 0.1280], [-1.1605, -1.1077, -0.2529], [-0.4110, 1.4782, 1.0196], [1.2885, -1.0530, 0.0066], [1.9300, 0.5346, 0.4053], [1.9859, -1.0635, 2.4550], [0.8859, 0.1642, 2.9101], [-0.6339, -1.6267, 1.6299], [0.8630, 0.6503, -1.5881], [-0.7843, 1.2363, -1.8060], [1.1243, 2.9118, -0.4560], [2.7867, -0.3185, -4.2785], [3.0686, -1.4430, -3.2572], [3.2169, -1.1698, -4.1367], [-0.9467, 3.1108, -2.5795], [-0.0009, 4.2066, -3.2160], [-0.3928, 3.2793, -3.4033], [-0.8806, -2.6185, -2.9442], [-1.5821, -3.2761, -1.7112], [-0.9936, -2.5171, -2.0076], [1.0128, 2.9169, 3.8028], [-0.0110, 1.8144, 3.5387], [0.6566, 2.3620, 3.0663], [0.0593, 0.5513, 5.2793], [1.3923, 0.7358, 4.7061], [0.8016, 1.1856, 5.3577], [-2.2741, -0.1879, 4.2686], [-1.0346, -0.5030, 3.3964], [-1.3400, 0.0903, 3.9629], [-2.8469, -1.6225, 2.1581], [-4.2017, -1.5363, 2.5802], [-3.4113, -1.5414, 2.8843], [3.9158, 1.0355, -2.9194], [3.0447, 2.0279, -2.0871], [3.1001, 1.1432, -2.4601], [0.2985, -1.7703, -5.0793], [-0.1118, -0.7844, -3.8977], [-0.3556, -1.6015, -4.4139], [1.0532, -3.0813, -3.2521], [1.1405, -2.1187, -2.0824], [1.7802, -2.5922, -2.6739], [-2.0606, -4.4297, 0.3324], [-3.0488, -3.7812, -0.6297], [-2.2857, -4.2017, -0.4804], [1.9788, 4.1827, 1.3256], [2.0588, 2.6763, 1.1594], [2.2212, 3.5508, 0.7232]],
  "nbo_charge": [-0.420, -0.704, -0.066, -0.439, -0.058, -0.775, -0.076, -0.782, 0.201, 0.173, 0.193, 0.391, 0.225, 0.225, 0.205, 0.155, 0.169, 0.503, 0.177, 0.159, 0.504, 0.465, 0.493, -0.967, 0.481, 0.471, -0.951, 0.490, 0.494, -1.020, 0.486, 0.511, -0.999, 0.496, 0.462, -0.961, 0.508, 0.478, -0.993, 0.469, 0.452, -0.918, 0.485, 0.482, -0.965, 0.493, 0.498, -0.972, 0.482, 0.481, -0.960, 0.487, 0.478, -0.931, 0.482, 0.500, -0.944],
  "orbital_gap_ev": 8.4,
  "charge": 0
}

---

Run y
{
  "formula": "C5H37NO14",
  "method": "the ωB97M-V functional and the def2-TZVPD basis",
  "symbols": ["O", "C", "C", "C", "C", "C", "N", "H", "H", "H", "H", "H", "H", "H", "H", "H", "H", "H", "H", "H", "O", "H", "H", "O", "H", "H", "O", "H", "H", "O", "H", "H", "O", "H", "H", "O", "H", "H", "O", "H", "H", "O", "H", "H", "O", "H", "H", "O", "H", "H", "O", "H", "H", "O", "H", "H", "O"],
  "positions_angstrom": [[-2.4946, -1.5958, -3.2530], [-2.4896, -0.4907, -2.7203], [-1.8052, -0.2307, -1.4297], [-0.8585, 0.9538, -1.7335], [-0.1718, 1.6470, -0.3942], [0.4837, 2.9395, -0.6389], [-1.0272, -1.4914, -1.1831], [-2.9882, 0.1416, -3.3577], [-2.6140, -0.1366, -0.6739], [-1.4599, 1.7849, -2.2811], [-0.0949, 0.4326, -2.3961], [-1.0411, 1.8156, 0.2380], [0.4954, 1.0117, 0.1423], [1.2077, 3.0287, -1.5336], [-0.2601, 3.8511, -0.9894], [1.0382, 3.2587, 0.2165], [-0.7177, -1.4613, -0.1879], [-1.5238, -2.3379, -1.3652], [2.4595, -0.9911, 2.9750], [1.6706, -2.4318, 2.8901], [2.2375, -1.7709, 3.4066], [-0.6762, -1.0734, -3.5249], [0.0388, -0.2437, -4.6935], [0.0563, -1.0736, -4.2119], [3.5323, 1.1818, -1.3775], [2.3649, 1.3956, -2.2637], [3.1361, 1.8193, -1.8279], [-3.7709, 2.9787, -0.5632], [-4.5136, 1.7687, -0.0084], [-3.7590, 1.9593, -0.5807], [3.4786, -1.0846, -3.3562], [2.0324, -1.6972, -3.7113], [2.7863, -1.6370, -3.0098], [-2.8912, 1.1235, 1.8746], [-3.1566, 2.5474, 2.3009], [-3.0157, 1.7062, 2.7015], [-1.1784, 1.5106, 2.5230], [-0.3053, 0.3146, 3.1831], [-0.4036, 1.0324, 2.4206], [0.4339, -2.4280, -0.5252], [1.8777, -2.2763, -1.0516], [1.2927, -2.5911, -0.2474], [-0.3586, -0.2215, 5.0154], [0.3341, -1.3654, 4.2669], [-0.4020, -0.7537, 4.1946], [2.1662, -3.6756, 2.4243], [1.2497, -3.3779, 1.0903], [1.2178, -3.5337, 2.0758], [-2.4117, -0.7255, 1.9241], [-0.9980, -0.3748, 1.5429], [-1.9593, -0.2604, 1.2341], [1.3809, 1.2320, 2.3542], [2.9988, 1.2800, 2.1957], [2.1081, 0.7314, 2.3723], [1.6674, -0.6513, -0.0252], [3.0357, -1.0424, 0.0604], [2.5655, -0.4209, -0.5073]],
  "nbo_charge": [-0.553, 0.398, -0.169, -0.425, -0.410, -0.602, -0.895, 0.154, 0.272, 0.214, 0.225, 0.205, 0.213, 0.227, 0.174, 0.216, 0.357, 0.396, 0.493, 0.470, -1.050, 0.495, 0.470, -0.976, 0.471, 0.469, -0.936, 0.478, 0.474, -0.944, 0.476, 0.512, -0.988, 0.499, 0.464, -0.970, 0.490, 0.494, -1.047, 0.485, 0.552, -1.002, 0.493, 0.523, -0.936, 0.489, 0.514, -0.967, 0.479, 0.516, -0.982, 0.495, 0.487, -0.983, 0.489, 0.466, -0.959],
  "orbital_gap_ev": 9.9,
  "charge": 0
}

---

What is the stability order? It is run w, run y, run x, from most stable to least stable.

---

Run w
{
  "formula": "C2H3IO2",
  "method": "the ωB97M-V functional and the def2-TZVPD basis",
  "symbols": ["C", "C", "O", "O", "I", "H", "H", "H"],
  "positions_angstrom": [[0.4524, -0.3478, -0.4066], [0.5714, 0.8912, 0.1793], [0.8886, -1.4037, -0.7187], [-1.6614, -0.4129, -0.2380], [-1.8592, -2.3297, 0.0098], [1.7044, 1.1623, 0.2958], [-0.1297, 1.6061, -0.2670], [0.0335, 0.8346, 1.1453]],
  "nbo_charge": [0.900, -0.822, -0.396, -0.968, 0.365, 0.268, 0.320, 0.332],
  "orbital_gap_ev": 8.0,
  "charge": 0
}

---

Run x
{
  "formula": "C2H3IO2",
  "method": "the ωB97M-V functional and the def2-TZVPD basis",
  "symbols": ["C", "C", "O", "O", "I", "H", "H", "H"],
  "positions_angstrom": [[-0.3035, 1.9125, 1.1147], [0.3372, -0.6459, -0.6699], [-0.1175, 1.1557, 2.0515], [-0.0837, 0.4673, -0.7855], [1.3729, 2.9589, 0.2618], [-1.4115, 2.1422, 0.7181], [0.5446, -1.2567, 0.1964], [0.6009, -1.1385, -1.6409]],
  "nbo_charge": [0.277, 0.300, -0.542, -0.505, 0.048, 0.185, 0.133, 0.103],
  "smiles": "O=CI.C=O",
  "orbital_gap_ev": 10.0,
  "charge": 0
}

---

What is the stability order? It is run x, run w, from most stable to least stable.

---

Run w
{
  "formula": "C3H12N2O2",
  "method": "the ωB97M-V functional and the def2-TZVPD basis",
  "symbols": ["N", "C", "C", "O", "C", "N", "H", "H", "H", "H", "H", "H", "H", "H", "H", "H", "H", "H", "O"],
  "positions_angstrom": [[0.0636, -0.8940, 0.5299], [-0.3811, 0.3825, -0.0195], [-1.5611, 0.0800, -1.0046], [-1.2794, -0.8767, -1.9949], [-0.8329, 1.3113, 1.1362], [-1.5291, 2.4657, 0.5406], [0.0434, -1.7582, 0.0180], [0.9677, -0.7162, 0.9432], [0.4938, 0.8985, -0.4897], [-2.3593, -0.2156, -0.3399], [-1.8456, 1.0326, -1.4232], [-1.2767, -0.4734, -2.8633], [-1.5333, 0.5732, 1.5885], [0.0194, 1.3300, 1.8366], [-0.9815, 3.2746, 0.8156], [-2.4536, 2.5693, 0.9360], [4.2106, -3.3063, 0.3225], [5.3139, -2.4083, -0.2075], [4.9213, -3.2690, -0.3246]],
  "nbo_charge": [-0.879, -0.051, -0.077, -0.726, -0.253, -0.844, 0.389, 0.351, 0.151, 0.159, 0.188, 0.477, 0.193, 0.192, 0.362, 0.367, 0.467, 0.466, -0.934],
  "smiles": "NC[C@@H](N)CO.O",
  "orbital_gap_ev": 9.5,
  "charge": 0
}

---

Run x
{
  "formula": "C3H12N2O2",
  "method": "the ωB97M-V functional and the def2-TZVPD basis",
  "symbols": ["C", "C", "O", "N", "C", "N", "H", "H", "H", "H", "H", "H", "H", "H", "H", "H", "H", "H", "O"],
  "positions_angstrom": [[-0.0522, -0.2313, 0.7093], [1.1992, 0.2741, 1.4202], [1.5268, 1.5860, 1.0562], [-0.9900, 0.8764, 0.5202], [-2.2085, 0.4950, -0.1882], [-2.0512, 0.3717, -1.6324], [0.2518, -0.5294, -0.3017], [-0.5447, -1.0737, 1.1981], [2.0267, -0.3996, 1.1888], [1.0750, 0.1523, 2.4945], [0.7967, 1.9086, 0.5071], [-1.2280, 1.3183, 1.4035], [-2.5841, -0.4607, 0.2004], [-2.9720, 1.2387, 0.0568], [-2.2416, 1.2673, -2.0666], [-1.0667, 0.2345, -1.8580], [1.5591, -2.8061, -0.8827], [2.9778, -3.1671, -1.2630], [2.1516, -2.8474, -1.6427]],
  "nbo_charge": [-0.251, -0.062, -0.721, -0.665, -0.048, -0.830, 0.181, 0.179, 0.166, 0.152, 0.487, 0.367, 0.148, 0.186, 0.355, 0.356, 0.465, 0.468, -0.932],
  "smiles": "NCNCCO.O",
  "orbital_gap_ev": 10.3,
  "charge": 0
}

---

What is the stability order? It is run x, run w, from most stable to least stable.